[1]
C6H8N2O2 | ωB97M-V with the def2-TZVPD basis set

## Properties
Frontier orbital gap = 9.55 eV
Charge = 0
ΔE to the lowest compared entry with this formula, charge and spin = 22.2 kcal per mole
Electronic energy = -493.41154 a.u.
SMILES string = N#C[C@@H]1CC(N)=CC1=O.O
LUMO = 0.29 eV

Positions of all 18 atoms, in Å:
O: -3.747 1.272 -2.254
O: 0.215 -2.168 -1.438
N: -0.833 1.214 -2.367
N: 2.248 0.005 2.259
C: -0.811 0.621 -1.361
C: 0.458 -1.382 -0.521
C: 1.539 -1.382 0.399
C: 1.431 -0.310 1.262
C: -0.477 -0.190 -0.184
C: 0.244 0.562 0.948
H: -2.952 1.544 -2.830
H: -0.391 0.686 1.835
H: -3.692 0.303 -2.122
H: 0.586 1.561 0.643
H: 2.077 0.811 2.843
H: 2.395 -2.052 0.334
H: 3.133 -0.468 2.379
H: -1.422 -0.627 0.176

Table of Löwdin atomic charges, one value per atom, all in e: atom 1 (O): -0.131, atom 2 (O): 0.058, atom 3 (N): 0.169, atom 4 (N): 0.152, atom 5 (C): -0.146, atom 6 (C): -0.399, atom 7 (C): 0.033, atom 8 (C): -0.318, atom 9 (C): -0.202, atom 10 (C): -0.073, atom 11 (H): 0.035, atom 12 (H): 0.131, atom 13 (H): 0.030, atom 14 (H): 0.137, atom 15 (H): 0.117, atom 16 (H): 0.124, atom 17 (H): 0.122, atom 18 (H): 0.161

=====

[2]
C43H47N3O8PS2Sc | ωB97M-V with the def2-TZVPD basis set

## Properties
Frontier orbital gap = 6.02 eV
Charge = -2
ΔE to the lowest compared entry with this formula, charge and spin = 6.7 kcal per mole
Electronic energy = -4331.77874 a.u.
LUMO = 3.37 eV

Positions of all 105 atoms, in Å:
Sc: 1.325 1.538 -0.498
S: 2.133 2.567 2.030
S: -0.883 2.185 2.633
P: 0.233 -1.849 0.254
O: 1.669 3.494 -0.933
O: 0.899 -0.457 0.137
O: 1.205 0.980 -2.486
O: -0.704 2.611 -0.278
O: 1.010 5.647 -0.852
O: 2.131 -0.014 -4.303
O: 6.782 -2.362 -2.079
O: 7.870 -0.601 -3.258
N: -0.712 1.824 6.268
N: 3.069 3.543 5.659
N: 3.490 0.888 -1.110
C: 7.022 -1.222 -2.598
C: -3.729 5.058 1.339
C: 2.390 -3.264 -0.874
C: -0.255 -3.922 2.336
C: 5.810 0.364 -0.950
C: 0.872 -5.193 -2.308
C: 4.664 0.901 -0.427
C: -2.884 4.537 0.345
C: -2.594 5.382 -3.728
C: -1.312 -3.821 3.426
C: 3.450 0.324 -2.366
C: 0.118 -4.322 -1.282
C: 0.786 2.444 3.044
C: -0.876 -2.908 4.562
C: -3.994 -2.354 -0.114
C: -1.791 6.104 2.309
C: 5.774 -0.360 -2.174
C: 2.120 3.134 5.112
C: -3.144 5.783 2.358
C: -1.447 2.944 -3.018
C: 0.546 -1.538 3.036
C: -2.608 -2.534 0.532
C: 4.590 -0.268 -2.878
C: -0.986 5.508 1.355
C: -1.866 -1.219 -1.495
C: 0.985 2.568 4.462
C: 2.785 -4.699 -0.686
C: -1.960 5.269 -2.512
C: -2.870 4.242 -4.497
C: 0.860 -2.993 -1.044
C: -0.598 -1.491 4.047
C: 0.002 2.180 5.411
C: -1.348 4.041 -2.126
C: -1.591 -1.542 -0.041
C: -3.273 -0.608 -1.705
C: 0.487 -2.620 1.916
C: -1.509 4.761 0.310
C: 2.310 -5.551 -1.897
C: 0.789 4.442 -0.867
C: -2.137 3.080 -4.225
C: -4.257 -0.908 -0.563
C: 2.206 0.422 -3.145
C: -0.697 4.003 -0.723
H: -3.354 4.023 -0.498
H: 2.449 -5.131 0.301
H: 0.021 -3.286 5.065
H: 4.632 1.395 0.561
H: 3.022 -5.346 -2.746
H: -1.644 -2.891 5.359
H: -2.741 -2.404 1.628
H: -1.712 -0.602 0.560
H: -3.197 0.492 -1.925
H: 4.491 -0.619 -3.886
H: -0.738 -4.416 1.481
H: 0.291 -6.124 -2.456
H: -3.759 6.123 3.226
H: -2.313 -3.518 3.054
H: -0.936 2.593 0.755
H: 3.888 -4.747 -0.713
H: 1.440 -1.749 3.614
H: -4.830 4.948 1.309
H: 1.572 -2.919 1.744
H: -4.096 -0.158 0.225
H: -1.066 1.961 -2.713
H: -2.993 6.338 -4.075
H: -4.074 -2.981 -1.012
H: -1.498 -4.804 3.871
H: 2.904 -2.859 -1.745
H: -1.856 -2.107 -2.149
H: -0.910 -4.078 -1.624
H: 2.387 -6.610 -1.732
H: 0.087 5.738 1.340
H: -0.326 -0.808 4.879
H: -1.340 6.860 2.998
H: 6.732 0.423 -0.342
H: -3.602 4.244 -5.330
H: 0.487 -4.671 2.676
H: -0.003 -4.887 -0.349
H: 2.830 -2.634 -0.056
H: -2.305 -3.595 0.417
H: 0.829 -4.692 -3.278
H: 0.729 -0.533 2.630
H: -1.535 -1.034 3.656
H: -5.298 -0.757 -0.819
H: -1.133 -0.503 -1.959
H: -2.204 2.181 -4.838
H: 0.716 -2.414 -1.975
H: -4.813 -2.704 0.536
H: -1.942 6.151 -1.841
H: -3.647 -1.036 -2.663

Here are the Löwdin charges for atoms 1 to 99, given in e: atom 1 (Sc): 0.978, atom 2 (S): 0.605, atom 3 (S): 0.613, atom 4 (P): 0.914, atom 5 (O): -0.137, atom 6 (O): -0.406, atom 7 (O): -0.146, atom 8 (O): -0.188, atom 9 (O): 0.067, atom 10 (O): 0.044, atom 11 (O): -0.064, atom 12 (O): -0.028, atom 13 (N): 0.096, atom 14 (N): 0.096, atom 15 (N): 0.034, atom 16 (C): -0.676, atom 17 (C): -0.086, atom 18 (C): -0.195, atom 19 (C): -0.185, atom 20 (C): -0.003, atom 21 (C): -0.191, atom 22 (C): -0.104, atom 23 (C): -0.040, atom 24 (C): -0.105, atom 25 (C): -0.220, atom 26 (C): -0.180, atom 27 (C): -0.196, atom 28 (C): -1.151, atom 29 (C): -0.215, atom 30 (C): -0.193, atom 31 (C): -0.080, atom 32 (C): -0.085, atom 33 (C): -0.291, atom 34 (C): -0.117, atom 35 (C): -0.011, atom 36 (C): -0.177, atom 37 (C): -0.189, atom 38 (C): 0.037, atom 39 (C): -0.029, atom 40 (C): -0.199, atom 41 (C): -0.438, atom 42 (C): -0.202, atom 43 (C): -0.034, atom 44 (C): -0.104, atom 45 (C): -0.321, atom 46 (C): -0.195, atom 47 (C): -0.339, atom 48 (C): -0.105, atom 49 (C): -0.327, atom 50 (C): -0.191, atom 51 (C): -0.293, atom 52 (C): -0.185, atom 53 (C): -0.187, atom 54 (C): -0.550, atom 55 (C): -0.087, atom 56 (C): -0.198, atom 57 (C): -0.543, atom 58 (C): -0.293, atom 59 (H): 0.122, atom 60 (H): 0.120, atom 61 (H): 0.112, atom 62 (H): 0.106, atom 63 (H): 0.126, atom 64 (H): 0.112, atom 65 (H): 0.097, atom 66 (H): 0.135, atom 67 (H): 0.112, atom 68 (H): 0.124, atom 69 (H): 0.071, atom 70 (H): 0.106, atom 71 (H): 0.107, atom 72 (H): 0.095, atom 73 (H): -0.050, atom 74 (H): 0.119, atom 75 (H): 0.116, atom 76 (H): 0.103, atom 77 (H): 0.121, atom 78 (H): 0.117, atom 79 (H): 0.091, atom 80 (H): 0.096, atom 81 (H): 0.108, atom 82 (H): 0.105, atom 83 (H): 0.120, atom 84 (H): 0.107, atom 85 (H): 0.105, atom 86 (H): 0.087, atom 87 (H): 0.127, atom 88 (H): 0.109, atom 89 (H): 0.117, atom 90 (H): 0.127, atom 91 (H): 0.098, atom 92 (H): 0.120, atom 93 (H): 0.095, atom 94 (H): 0.119, atom 95 (H): 0.101, atom 96 (H): 0.110, atom 97 (H): 0.081, atom 98 (H): 0.112, atom 99 (H): 0.098

=====

[3]
C5H9Cl | ωB97M-V with the def2-TZVPD basis set

## Properties
Frontier orbital gap = 10.08 eV
Charge = 0
ΔE to the lowest compared entry with this formula, charge and spin = 12.5 kcal per mole
Electronic energy = -656.07792 a.u.
SMILES string = CC(C)=CCCl
LUMO = 1.00 eV

Positions of all 15 atoms, in Å:
Cl: -3.014 -0.173 -0.677
C: 1.655 -0.962 -0.510
C: -0.676 -0.690 0.457
C: 0.631 1.358 -0.276
C: -1.955 0.012 0.773
C: 0.491 -0.111 -0.007
H: 2.015 -0.739 -1.537
H: -0.764 -1.772 0.497
H: -0.201 1.914 0.235
H: -1.865 1.055 0.981
H: 1.394 -1.997 -0.519
H: 0.569 1.627 -1.351
H: 1.614 1.725 0.064
H: -2.367 -0.390 1.690
H: 2.473 -0.857 0.180

Table of Löwdin atomic charges, one value per atom, all in e: atom 1 (Cl): 0.532, atom 2 (C): -0.068, atom 3 (C): -0.171, atom 4 (C): -0.072, atom 5 (C): -0.580, atom 6 (C): -0.323, atom 7 (H): 0.092, atom 8 (H): 0.099, atom 9 (H): 0.077, atom 10 (H): 0.042, atom 11 (H): 0.057, atom 12 (H): 0.094, atom 13 (H): 0.082, atom 14 (H): 0.073, atom 15 (H): 0.069

=====

[4]
C3H12O4 | ωB97M-V with the def2-TZVPD basis set

## Properties
Frontier orbital gap = 10.65 eV
Charge = 0
ΔE to the lowest compared entry with this formula, charge and spin = 21.9 kcal per mole
Electronic energy = -422.42659 a.u.
SMILES string = CCC=O.O.O.O
LUMO = 0.47 eV

Positions of all 19 atoms, in Å:
O: 1.468 -2.531 -0.133
O: 0.278 -2.287 2.445
O: 0.700 1.503 -3.491
O: 1.645 0.657 -0.154
C: 0.507 0.574 0.460
C: -2.006 0.885 0.758
C: -0.711 1.294 0.004
H: 0.937 2.191 -4.103
H: 1.934 -1.720 -0.053
H: -2.895 1.222 0.272
H: -1.945 1.162 1.845
H: -0.840 1.156 -1.088
H: -0.451 2.359 0.198
H: 0.938 -2.462 -0.923
H: 1.378 1.697 -2.771
H: -1.975 -0.277 0.783
H: 0.774 -2.570 1.690
H: -0.245 -3.073 2.710
H: 0.509 0.222 1.553

Table of Löwdin atomic charges, one value per atom, all in e: atom 1 (O): -0.027, atom 2 (O): -0.075, atom 3 (O): -0.086, atom 4 (O): -0.048, atom 5 (C): -0.208, atom 6 (C): -0.102, atom 7 (C): -0.231, atom 8 (H): 0.014, atom 9 (H): 0.006, atom 10 (H): 0.051, atom 11 (H): 0.085, atom 12 (H): 0.115, atom 13 (H): 0.132, atom 14 (H): 0.054, atom 15 (H): 0.062, atom 16 (H): 0.101, atom 17 (H): -0.032, atom 18 (H): 0.053, atom 19 (H): 0.137

=====

[5]
C3H3FS2 | ωB97M-V with the def2-TZVPD basis set

## Properties
Frontier orbital gap = 8.16 eV
Charge = 0
ΔE to the lowest compared entry with this formula, charge and spin = 40.1 kcal per mole
Electronic energy = -1012.25131 a.u.
LUMO = -0.88 eV

Positions of all 9 atoms, in Å:
S: -0.278 -0.493 -3.606
S: -0.423 0.692 -1.045
F: -0.336 0.146 3.075
C: -0.086 0.758 1.824
C: -0.067 0.029 0.742
C: 0.331 -0.540 -2.017
H: -0.359 1.722 1.921
H: 0.120 -1.045 0.598
H: 1.098 -1.268 -1.492

Table of Löwdin atomic charges, one value per atom, all in e: atom 1 (S): 0.508, atom 2 (S): 0.798, atom 3 (F): -0.045, atom 4 (C): -0.166, atom 5 (C): -0.287, atom 6 (C): -1.024, atom 7 (H): 0.073, atom 8 (H): 0.069, atom 9 (H): 0.074

=====

[6]
C10H12NO2S2 | ωB97M-V with the def2-TZVPD basis set

## Properties
Frontier orbital gap = 7.26 eV
Charge = +1
ΔE to the lowest compared entry with this formula, charge and spin = 0.0 kcal per mole
Electronic energy = -1389.54381 a.u.
SMILES string = COC(=O)S/C(=C\[n+]1ccccc1)SC
LUMO = -4.54 eV

Positions of all 27 atoms, in Å:
S: -3.037 -0.281 1.748
S: -0.152 -1.253 1.580
O: 0.740 -0.843 -0.926
O: 0.884 -2.884 0.055
N: -0.152 1.873 0.045
C: -1.272 1.185 0.516
C: -3.145 -2.058 2.059
C: 2.206 2.351 0.055
C: 1.097 1.623 0.483
C: 0.765 3.238 -1.632
C: 2.056 3.089 -1.120
C: -0.318 2.507 -1.151
C: 0.550 -1.643 -0.065
C: -1.330 -0.050 1.088
C: 1.478 -3.415 -1.085
H: -1.269 2.517 -1.659
H: 3.084 2.150 0.503
H: -4.266 -2.288 2.254
H: 1.061 -4.394 -1.418
H: -2.854 -2.560 1.233
H: 2.460 -3.720 -0.902
H: -2.129 1.633 0.302
H: -2.664 -2.328 2.926
H: 0.714 3.800 -2.648
H: 1.466 -2.691 -1.926
H: 1.106 0.902 1.383
H: 2.922 3.538 -1.698

Table of Löwdin atomic charges, one value per atom, all in e: atom 1 (S): 0.884, atom 2 (S): 1.059, atom 3 (O): 0.094, atom 4 (O): -0.052, atom 5 (N): -0.038, atom 6 (C): -0.175, atom 7 (C): -0.395, atom 8 (C): 0.018, atom 9 (C): -0.010, atom 10 (C): -0.020, atom 11 (C): -0.006, atom 12 (C): 0.027, atom 13 (C): -0.756, atom 14 (C): -0.737, atom 15 (C): -0.041, atom 16 (H): 0.151, atom 17 (H): 0.085, atom 18 (H): 0.096, atom 19 (H): 0.122, atom 20 (H): -0.010, atom 21 (H): 0.080, atom 22 (H): 0.062, atom 23 (H): 0.000, atom 24 (H): 0.159, atom 25 (H): 0.113, atom 26 (H): 0.138, atom 27 (H): 0.152